Record 1
The following is a DFT calculation (ωB97M-V with the def2-TZVPD basis set) of an isolated molecule of CO2 at a distorted geometry.

Each line ends with the Mulliken charge.
Atoms and positions in Å:
C: 0.000 0.090 0.000  0.699
O: 1.149 0.117 0.000  -0.318
O: -1.149 -0.207 0.000  -0.381

The multiplicity is 1. As for the total charge: 0. The total energy is -188.61810 a.u. The strongest force on any atom is 3.849 eV/Å. Its structure (SMILES) is O=C=O.

Record 2
The following is a DFT calculation (ωB97M-V with the def2-TZVPD basis set) of a structure of composition C27H36N5O2ReTe at a distorted geometry.

Each line ends with the Mulliken spin population.
Atoms and positions in Å:
Re: -0.101 0.410 -0.117  0.965
C: -2.031 -2.631 -1.022  -0.003
C: -1.427 -2.216 -2.338  -0.019
C: -1.285 -3.152 -3.352  0.001
C: -0.905 -2.764 -4.630  0.006
C: -0.664 -1.430 -4.909  0.000
C: -0.756 -0.464 -3.914  0.004
C: -0.451 0.974 -4.243  -0.007
C: -1.128 -0.877 -2.628  0.006
N: -1.310 0.129 -1.605  -0.001
C: -2.352 1.102 -1.878  0.017
O: -3.324 0.857 -2.517  -0.013
C: -2.039 2.414 -1.246  0.001
C: -2.596 3.637 -1.563  0.000
C: -2.030 4.778 -0.996  -0.005
C: -0.933 4.660 -0.146  -0.002
C: -0.475 3.391 0.150  -0.006
N: -1.029 2.310 -0.387  0.005
C: 0.670 3.038 1.036  0.018
O: 1.213 3.790 1.783  0.012
N: 1.003 1.651 0.900  -0.030
C: 2.205 1.231 1.592  0.005
C: 2.127 0.868 2.939  0.018
C: 0.862 1.037 3.741  -0.001
C: 3.287 0.434 3.567  -0.005
C: 4.491 0.386 2.881  0.014
C: 4.555 0.803 1.561  -0.006
C: 3.416 1.233 0.890  -0.004
C: 3.539 1.755 -0.519  0.003
H: -2.004 -3.713 -0.906  0.000
H: -1.510 -2.179 -0.177  0.006
H: -3.082 -2.327 -0.990  0.000
H: -1.521 -4.191 -3.157  0.000
H: -0.804 -3.507 -5.410  0.000
H: -0.393 -1.130 -5.913  0.000
H: 0.342 1.040 -4.985  0.001
H: -1.331 1.456 -4.677  0.001
H: -0.142 1.552 -3.370  0.004
H: -3.435 3.689 -2.244  0.001
H: -2.427 5.755 -1.236  0.000
H: -0.432 5.524 0.272  0.000
H: -0.030 0.893 3.127  0.001
H: 0.847 0.346 4.585  0.000
H: 0.815 2.052 4.143  0.001
H: 3.253 0.144 4.610  0.000
H: 5.385 0.048 3.387  0.000
H: 5.508 0.824 1.048  0.000
H: 4.270 1.182 -1.089  0.001
H: 2.591 1.760 -1.061  0.000
H: 3.900 2.786 -0.498  0.001
N: -2.493 -1.311 4.843  0.000
C: -2.621 -1.857 3.436  -0.001
C: -1.460 -1.474 2.504  0.013
N: -1.712 -0.336 1.597  0.003
H: -3.322 -1.560 5.396  0.000
H: -2.410 -0.292 4.875  0.000
H: -1.685 -1.711 5.329  0.000
H: -3.576 -1.510 3.042  0.000
H: -2.675 -2.939 3.534  0.000
H: -1.254 -2.343 1.881  0.000
H: -0.552 -1.272 3.075  -0.001
H: -1.903 0.530 2.094  -0.002
H: -2.515 -0.523 0.998  0.004
C: 1.043 -3.540 -0.338  0.007
Te: 1.832 -1.583 -0.104  -0.017
C: 2.456 -1.508 -2.137  0.006
H: 0.395 -3.574 -1.208  0.001
H: 0.525 -3.856 0.564  0.001
H: 1.910 -4.180 -0.492  -0.001
H: 3.328 -2.152 -2.219  -0.001
H: 2.718 -0.489 -2.408  0.001
H: 1.640 -1.878 -2.755  -0.002

The multiplicity is 2. As for the total charge: +3. The total energy is -1820.05818 a.u. The strongest force on any atom is 2.055 eV/Å. Its expectation value of S² is 0.817.

Record 3
The following is a DFT calculation (ωB97M-V with the def2-TZVPD basis set) of an isolated molecule of C3HN at a distorted geometry.

Each line ends with the Mulliken charge.
Atoms and positions in Å:
C: 0.035 1.000 0.802  0.072
C: 0.049 -0.021 0.151  0.015
C: -0.053 -1.006 -0.775  -0.034
H: -0.068 1.911 1.391  0.364
N: 0.037 -1.884 -1.569  -0.418

The multiplicity is 1. As for the total charge: 0. The total energy is -169.57747 a.u. The strongest force on any atom is 5.254 eV/Å. Its structure (SMILES) is C#CC#N.

Record 4
The following is a DFT calculation (ωB97M-V with the def2-TZVPD basis set) of a cluster of 8 separate species, C42H96F3N5O9P in total at a distorted geometry.

Each line ends with the Mulliken charge.
Atoms and positions in Å:
C: -4.026 -0.990 2.248  -0.604
C: -3.269 -0.298 1.311  -0.667
N: -2.054 0.408 1.621  0.932
C: -2.129 1.802 1.795  -0.225
P: -3.651 2.773 1.647  0.343
O: -3.418 4.226 1.707  -0.630
C: -0.864 2.181 2.051  0.556
C: -0.496 3.631 2.293  -1.520
C: -0.439 4.517 1.021  -0.763
C: -0.216 3.781 -0.280  0.823
F: -1.307 3.135 -0.724  -0.269
F: 0.051 4.704 -1.230  -0.290
F: 0.837 2.944 -0.268  -0.286
N: -0.027 1.073 2.030  1.451
C: 1.416 1.226 2.239  -0.898
C: 2.181 0.043 2.828  -0.739
C: 1.676 -0.504 4.161  -0.921
O: 0.272 -0.367 4.331  -0.088
C: -0.088 -1.039 5.531  -0.997
C: -0.807 0.021 1.750  -1.320
C: -0.362 -1.402 1.605  0.051
C: -0.682 -2.014 0.185  1.279
N: 0.469 -2.814 -0.305  -0.706
N: -1.845 -2.905 0.190  -0.676
N: -0.937 -0.953 -0.783  -0.634
H: -4.938 -0.566 2.671  0.276
H: -3.762 -1.996 2.586  0.196
H: -3.613 -0.246 0.276  0.521
H: -4.535 2.352 2.665  0.117
H: -4.237 2.342 0.434  0.093
H: 0.415 3.681 2.889  0.476
H: -1.285 4.041 2.924  0.538
H: 0.421 5.183 1.130  0.413
H: -1.317 5.148 0.904  0.450
H: 1.562 2.090 2.887  0.437
H: 1.894 1.508 1.298  0.223
H: 2.316 -0.716 2.056  0.474
H: 3.199 0.400 3.012  0.499
H: 2.211 -0.068 5.016  0.667
H: 1.916 -1.580 4.183  0.282
H: 0.251 -2.082 5.541  0.328
H: 0.345 -0.528 6.401  0.340
H: -1.170 -1.032 5.666  0.273
H: 0.688 -1.565 1.802  -0.078
H: -0.908 -1.979 2.360  -0.320
H: 1.052 -3.157 0.449  0.263
H: 1.011 -2.208 -0.908  0.297
H: -2.594 -2.492 -0.358  0.380
H: -2.241 -2.988 1.118  0.152
H: -0.151 -0.323 -0.886  0.205
H: -1.203 -1.350 -1.676  0.272
C: -1.315 7.239 -2.592  -0.873
C: -1.284 8.725 -2.911  -0.510
O: -0.092 9.148 -3.545  -0.453
C: 0.204 8.542 -4.791  -0.150
C: -0.862 8.771 -5.850  -0.927
H: -0.469 6.969 -1.962  0.232
H: -2.239 6.984 -2.070  0.478
H: -1.262 6.626 -3.493  0.229
H: -1.346 9.291 -1.981  0.367
H: -2.157 9.013 -3.508  0.298
H: 0.397 7.471 -4.654  0.099
H: 1.142 8.984 -5.129  0.338
H: -1.823 8.342 -5.563  0.264
H: -0.561 8.316 -6.795  0.298
H: -1.014 9.840 -6.010  0.304
C: -3.360 -4.149 8.547  -0.952
C: -2.305 -3.227 9.134  -0.516
O: -2.271 -1.943 8.528  -0.381
C: -3.459 -1.176 8.618  -0.282
C: -3.895 -0.881 10.042  -1.159
H: -3.207 -4.273 7.474  0.279
H: -3.315 -5.130 9.021  0.409
H: -4.369 -3.759 8.691  0.292
H: -1.319 -3.665 8.969  0.367
H: -2.424 -3.134 10.218  0.306
H: -4.266 -1.660 8.056  0.330
H: -3.246 -0.235 8.108  0.330
H: -4.126 -1.791 10.596  0.273
H: -4.787 -0.254 10.042  0.397
H: -3.103 -0.360 10.583  0.316
C: 2.105 5.674 -7.234  -0.734
C: 1.345 6.165 -8.456  -0.281
O: 1.785 5.589 -9.670  -0.411
C: 1.682 4.179 -9.771  0.067
C: 0.262 3.658 -9.627  -1.159
H: 3.172 5.871 -7.346  0.292
H: 1.747 6.181 -6.337  0.136
H: 1.983 4.601 -7.081  0.272
H: 1.496 7.240 -8.557  0.311
H: 0.267 6.013 -8.333  0.254
H: 2.351 3.697 -9.049  0.257
H: 2.058 3.920 -10.761  -0.015
H: -0.162 3.886 -8.647  0.334
H: 0.243 2.575 -9.756  0.393
H: -0.387 4.110 -10.378  0.297
C: 1.909 -6.817 3.328  -1.047
C: 1.596 -6.033 4.590  -0.354
O: 0.942 -4.795 4.350  -0.409
C: -0.309 -4.865 3.693  0.249
C: -1.353 -5.671 4.445  -1.286
H: 2.528 -6.222 2.654  0.258
H: 2.443 -7.734 3.577  0.402
H: 1.006 -7.096 2.784  0.267
H: 2.528 -5.786 5.098  0.375
H: 1.013 -6.640 5.291  0.331
H: -0.183 -5.243 2.671  0.340
H: -0.657 -3.832 3.601  -0.347
H: -1.059 -6.714 4.562  0.239
H: -2.305 -5.650 3.913  0.521
H: -1.504 -5.259 5.445  0.410
C: 6.376 0.426 1.871  -1.163
C: 5.994 -0.928 2.447  -0.178
O: 5.617 -1.878 1.469  -0.331
C: 6.602 -2.204 0.498  -0.371
C: 7.874 -2.788 1.086  -1.017
H: 5.552 0.836 1.281  0.278
H: 6.615 1.125 2.673  0.391
H: 7.245 0.361 1.217  0.379
H: 5.127 -0.804 3.098  0.132
H: 6.798 -1.323 3.076  0.345
H: 6.825 -1.331 -0.124  0.310
H: 6.140 -2.942 -0.159  0.314
H: 8.380 -2.085 1.749  0.264
H: 8.568 -3.055 0.289  0.390
H: 7.649 -3.684 1.667  0.291
C: 4.036 1.753 -15.408  -1.023
C: 3.142 1.653 -14.183  -0.334
O: 3.364 2.674 -13.227  -0.419
C: 3.158 4.005 -13.671  -0.440
C: 1.744 4.275 -14.156  -1.029
H: 5.087 1.733 -15.115  0.290
H: 3.844 0.919 -16.084  0.387
H: 3.867 2.676 -15.963  0.261
H: 3.345 0.713 -13.670  0.316
H: 2.086 1.627 -14.474  0.304
H: 3.892 4.267 -14.440  0.369
H: 3.368 4.645 -12.813  0.368
H: 1.483 3.664 -15.020  0.320
H: 1.637 5.322 -14.442  0.395
H: 1.022 4.053 -13.367  0.243
C: -3.638 -9.091 5.834  -0.945
C: -3.942 -8.312 7.103  -0.401
O: -4.583 -7.069 6.872  -0.310
C: -5.839 -7.125 6.218  -0.304
C: -6.887 -7.929 6.966  -1.114
H: -3.014 -8.497 5.164  0.123
H: -3.113 -10.017 6.073  0.411
H: -4.545 -9.357 5.289  0.292
H: -3.005 -8.079 7.610  0.350
H: -4.530 -8.918 7.801  0.340
H: -5.717 -7.500 5.195  0.297
H: -6.176 -6.091 6.131  0.313
H: -6.600 -8.976 7.075  0.272
H: -7.838 -7.898 6.433  0.399
H: -7.035 -7.523 7.968  0.295

The multiplicity is 1. As for the total charge: +1. The total energy is -3249.30264 a.u. The strongest force on any atom is 2.308 eV/Å.

Record 5
The following is a DFT calculation (ωB97M-V with the def2-TZVPD basis set) of a structure of composition C44H54As3FeNO2.

Each line ends with the Mulliken spin population.
Atoms and positions in Å:
Fe: -0.450 -0.098 -0.316  3.652
O: -0.588 -0.148 -2.209  0.127
C: -1.643 0.155 -3.048  -0.049
C: -2.861 0.650 -2.210  0.057
C: -2.564 1.857 -1.371  0.012
C: -3.004 3.125 -1.725  0.002
C: -2.683 4.199 -0.915  -0.001
C: -1.949 3.981 0.236  0.002
C: -1.542 2.689 0.541  -0.024
C: -0.712 2.410 1.762  0.034
C: 0.749 2.018 1.415  -0.036
O: 0.783 0.754 0.834  0.028
C: 1.287 3.097 0.463  -0.001
C: 1.339 2.876 -0.908  0.027
C: 1.709 3.899 -1.773  -0.002
C: 2.036 5.153 -1.280  0.000
C: 1.996 5.380 0.090  0.000
C: 1.623 4.359 0.951  -0.001
C: 1.623 1.984 2.676  0.008
C: 2.935 1.529 2.529  0.008
C: 3.794 1.465 3.611  -0.001
C: 3.360 1.860 4.874  0.001
C: 2.063 2.312 5.033  0.000
C: 1.200 2.369 3.940  0.003
N: -1.845 1.658 -0.256  0.058
C: -1.213 1.215 -4.070  -0.008
C: 0.143 1.391 -4.324  0.009
C: 0.577 2.318 -5.263  -0.001
C: -0.337 3.097 -5.957  0.000
C: -1.693 2.932 -5.712  0.000
C: -2.122 1.997 -4.781  0.001
C: -2.108 -1.136 -3.756  -0.010
C: -1.999 -2.330 -3.046  -0.024
C: -2.441 -3.529 -3.581  -0.001
C: -2.997 -3.561 -4.854  0.000
C: -3.093 -2.385 -5.579  0.000
C: -2.653 -1.182 -5.034  -0.003
H: -3.726 0.839 -2.847  -0.002
H: -3.128 -0.184 -1.554  -0.001
H: -3.580 3.259 -2.630  0.000
H: -3.004 5.199 -1.179  0.000
H: -1.674 4.797 0.891  -0.001
H: -0.733 3.301 2.390  -0.001
H: -1.138 1.578 2.330  -0.012
H: 1.079 1.905 -1.311  0.011
H: 1.727 3.712 -2.839  0.000
H: 2.322 5.948 -1.958  0.000
H: 2.259 6.352 0.489  0.000
H: 1.604 4.541 2.020  0.000
H: 3.275 1.230 1.545  0.001
H: 4.809 1.112 3.472  0.000
H: 4.033 1.818 5.721  0.000
H: 1.710 2.619 6.010  0.000
H: 0.187 2.717 4.103  0.000
H: 0.848 0.788 -3.769  0.006
H: 1.639 2.434 -5.450  0.000
H: 0.002 3.824 -6.684  0.000
H: -2.420 3.530 -6.248  0.000
H: -3.187 1.875 -4.620  0.000
H: -1.517 -2.309 -2.076  0.038
H: -2.342 -4.446 -3.011  0.000
H: -3.339 -4.496 -5.280  0.000
H: -3.506 -2.397 -6.580  0.000
H: -2.723 -0.282 -5.630  0.000
C: 2.277 -3.881 -1.118  0.020
As: 1.505 -2.235 -0.411  0.015
C: 3.110 -1.125 -0.508  0.005
C: 1.599 -2.551 1.535  0.000
C: 0.462 -3.353 2.197  0.008
C: 0.066 -4.552 1.327  -0.002
C: -0.785 -2.500 2.489  0.014
As: -1.832 -1.726 1.021  0.017
C: -3.199 -0.876 2.114  0.001
C: -2.896 -3.227 0.389  0.014
C: 0.958 -3.952 3.535  -0.002
As: 1.806 -3.005 5.057  0.000
C: 3.554 -2.520 4.308  0.000
C: 1.035 -1.203 5.063  0.000
H: 3.124 -4.186 -0.501  0.000
H: 2.621 -3.683 -2.132  0.001
H: 1.538 -4.678 -1.149  0.000
H: 3.920 -1.566 0.076  0.000
H: 2.862 -0.140 -0.120  -0.003
H: 3.417 -1.041 -1.550  0.000
H: 1.664 -1.549 1.968  0.009
H: 2.554 -3.050 1.723  0.003
H: -0.273 -4.246 0.335  0.002
H: -0.743 -5.119 1.795  0.000
H: 0.914 -5.227 1.192  0.001
H: -0.506 -1.634 3.084  -0.007
H: -1.491 -3.089 3.084  0.002
H: -3.669 -1.609 2.770  0.000
H: -3.950 -0.431 1.462  0.000
H: -2.748 -0.086 2.713  0.001
H: -3.188 -3.838 1.243  0.001
H: -2.350 -3.834 -0.329  -0.002
H: -3.786 -2.832 -0.101  0.000
H: 1.713 -4.713 3.307  0.000
H: 0.128 -4.499 3.994  0.000
H: 4.041 -3.411 3.911  0.000
H: 4.165 -2.133 5.124  0.000
H: 3.484 -1.760 3.533  0.000
H: -0.039 -1.245 5.243  0.000
H: 1.244 -0.651 4.146  -0.001
H: 1.497 -0.671 5.894  0.000

The multiplicity is 5. As for the total charge: 0. The total energy is -9885.35694 a.u. The strongest force on any atom is 0.551 eV/Å. Its expectation value of S² is 6.018.

Record 6
The following is a DFT calculation (ωB97M-V with the def2-TZVPD basis set) of an isolated molecule of C4H7N3O at a distorted geometry.

Each line ends with the Mulliken charge.
Atoms and positions in Å:
C: -0.119 0.472 0.192  1.214
C: -1.110 -0.556 -0.597  -0.815
C: 0.858 0.501 -0.864  -0.389
C: 0.718 -0.217 1.150  -0.599
H: -1.320 1.825 1.306  0.334
H: -0.316 2.672 0.350  0.327
H: -0.203 -1.277 -0.993  0.367
H: -1.534 -0.214 -1.440  0.468
H: -2.675 -0.222 0.361  0.398
H: 0.557 1.278 -1.823  0.276
H: 0.608 -0.584 2.188  0.408
N: -0.907 1.692 0.219  -0.718
N: 1.896 -0.272 -0.829  -0.436
N: 1.885 -0.726 0.671  -0.319
O: -2.164 -1.191 0.043  -0.515

The multiplicity is 1. As for the total charge: 0. The total energy is -395.90980 a.u. The strongest force on any atom is 7.529 eV/Å. Its structure (SMILES) is NC1(CO)C=NN=C1.

Record 7
The following is a DFT calculation (ωB97M-V with the def2-TZVPD basis set) of a structure of composition C5H4NO3 at a distorted geometry.

Each line ends with the Mulliken charge.
Atoms and positions in Å:
C: 0.624 0.164 -0.426  -0.584
C: -0.771 0.006 -0.613  0.172
C: 1.841 -0.068 -0.291  0.282
C: -1.733 1.100 -0.118  0.456
C: -1.508 -1.019 0.479  -0.007
N: 3.177 0.163 0.120  -0.514
O: -1.961 2.132 -0.717  -0.700
O: -2.006 -2.037 0.004  -0.677
O: -2.406 0.513 0.746  -0.516
H: -1.238 -0.968 1.460  0.432
H: -0.984 -0.154 -1.681  0.222
H: 3.762 -0.665 0.203  0.226
H: 3.202 0.832 0.834  0.209

The multiplicity is 1. As for the total charge: -1. The total energy is -473.35413 a.u. The strongest force on any atom is 5.203 eV/Å.

Record 8
The following is a DFT calculation (ωB97M-V with the def2-TZVPD basis set) of a cluster of 4 separate species, C4H16 in total at a distorted geometry.

Each line ends with the Mulliken charge.
Atoms and positions in Å:
C: -2.047 -1.414 -4.296  -0.983
H: -1.702 -0.456 -4.773  0.225
H: -1.951 -2.053 -5.202  0.270
H: -1.434 -1.815 -3.539  0.239
H: -3.049 -1.442 -4.002  0.249
C: 4.602 2.945 -0.991  -0.912
H: 5.132 2.113 -0.557  0.241
H: 4.012 3.440 -0.269  0.222
H: 5.433 3.539 -1.527  0.217
H: 4.117 2.533 -1.894  0.233
C: -1.013 -1.935 4.629  -0.989
H: -0.049 -2.381 4.711  0.289
H: -1.152 -1.331 3.777  0.115
H: -1.526 -2.789 4.539  0.337
H: -1.258 -1.482 5.570  0.251
C: -1.564 0.575 0.749  -1.129
H: -0.862 -0.169 0.607  0.308
H: -2.097 0.966 -0.144  0.272
H: -2.346 -0.084 1.176  0.263
H: -1.247 1.240 1.436  0.282

The multiplicity is 1. As for the total charge: 0. The total energy is -161.92064 a.u. The strongest force on any atom is 4.816 eV/Å. Its structure (SMILES) is C.C.C.C.

Question: What is the formula in the first record?
Answer: CO2

Question: Which value of multiplicity does entry 5 give?
Answer: 5